No. 1
{
  "formula": "C5H8BrN2",
  "method": "ωB97M-V/def2-TZVPD",
  "e_tot_ev": -78327.6208,
  "de_lowest_kcal_mol": 91.6,
  "homo_lumo_gap_ev": 7.78,
  "homo_ev": -13.880,
  "charge": 1,
  "species": ["Br", "N", "N", "C", "C", "C", "C", "C", "H", "H", "H", "H", "H", "H", "H", "H"],
  "positions_angstrom": [[1.98, 1.98, 0.27], [-0.77, 0.16, -0.81], [0.41, -0.52, 0.85], [-1.97, 0.69, -1.46], [1.35, 0.08, -0.07], [0.46, 0.52, -1.17], [0.79, -1.25, 2.04], [-0.81, -0.52, 0.39], [-2.04, 1.75, -1.32], [0.86, -2.25, 1.84], [1.72, -0.88, 2.44], [-0.06, -1.04, 2.65], [-2.01, 0.54, -2.57], [-2.82, 0.23, -0.87], [2.30, -0.43, -0.10], [0.60, 0.95, -2.10]]
}

No. 2
{
  "formula": "C5H8BrN2",
  "method": "ωB97M-V/def2-TZVPD",
  "e_tot_ev": -78330.7255,
  "de_lowest_kcal_mol": 20.0,
  "homo_lumo_gap_ev": 9.43,
  "homo_ev": -13.614,
  "charge": 1,
  "species": ["Br", "N", "N", "C", "C", "C", "C", "C", "H", "H", "H", "H", "H", "H", "H", "H"],
  "positions_angstrom": [[4.12, -0.80, 0.30], [0.10, -0.41, -0.67], [1.21, 0.47, 1.14], [0.02, 0.28, 0.50], [-1.24, 0.73, 0.92], [-1.01, -0.61, -1.46], [-2.21, -0.08, -1.10], [-2.32, 0.52, 0.16], [-3.16, 0.87, 0.59], [0.96, -0.93, -0.73], [1.26, 1.01, 2.00], [-0.81, -1.09, -2.35], [-2.97, 0.00, -1.78], [-1.31, 1.00, 1.93], [5.32, -0.79, -0.51], [2.04, -0.19, 1.05]]
}

No. 3
{
  "formula": "C5H8Cl4F4OPZn",
  "method": "ωB97M-V/def2-TZVPD",
  "e_tot_ev": -126018.4162,
  "de_lowest_kcal_mol": 0.0,
  "homo_lumo_gap_ev": 3.68,
  "homo_ev": -12.989,
  "charge": 1,
  "species": ["Zn", "Cl", "Cl", "Cl", "Cl", "P", "F", "F", "F", "F", "O", "C", "C", "C", "C", "C", "H", "H", "H", "H", "H", "H", "H", "H"],
  "positions_angstrom": [[-5.09, 0.26, -1.40], [-2.83, 0.19, -0.83], [0.42, 0.92, 2.08], [-0.69, 0.79, -2.92], [1.01, -2.30, 0.81], [-0.54, 0.35, -0.82], [3.12, 2.33, 0.88], [-0.79, 1.92, -0.49], [3.27, 3.38, -0.92], [3.79, 1.34, -0.87], [1.67, 1.98, -0.71], [1.35, 0.61, -0.84], [-0.64, -0.08, 1.08], [2.95, 2.23, -0.40], [-1.67, -2.40, 0.91], [-0.51, -1.56, 1.40], [-1.80, -2.29, -0.15], [1.67, 0.32, -1.83], [-0.48, -1.64, 2.47], [-1.63, 0.20, 1.41], [-1.47, -3.45, 1.09], [1.90, -0.02, -0.14], [-2.59, -2.07, 1.39], [-0.42, -1.01, -1.18]]
}